Entry 1:
Here is a cluster of 11 separate species, C22H66O11 in total in a non-equilibrium geometry from the Open Molecules 2025 dataset. Energies are from the ωB97M-V functional and the def2-TZVPD basis.

Last columns: bonded neighbours and bond lengths (Å).
Cartesian coordinates (Å):
1 C 9.813 9.769 8.378  C2 1.556, H4 1.110, H5 1.151, H6 1.090
2 C 9.180 8.349 8.412  C1 1.556, O3 1.426, H7 1.107, H8 1.066
3 O 8.762 7.761 9.642  C2 1.426, H9 0.944
4 H 10.201 9.759 7.338  C1 1.110
5 H 10.634 10.001 9.151  C1 1.151
6 H 9.154 10.634 8.309  C1 1.090
7 H 9.860 7.566 8.025  C2 1.107
8 H 8.267 8.356 7.862  C2 1.066
9 H 8.824 8.417 10.318  O3 0.944
10 C 8.596 14.122 15.323  C11 1.505, H13 1.065, H14 1.102, H15 1.058
11 C 9.393 13.195 14.445  C10 1.505, O12 1.477, H16 1.097, H17 1.127
12 O 9.249 11.775 14.825  C11 1.477, H18 1.000
13 H 8.805 13.857 16.333  C10 1.065
14 H 7.504 14.167 15.181  C10 1.102
15 H 8.960 15.094 15.116  C10 1.058
16 H 10.478 13.360 14.453  C11 1.097
17 H 9.024 13.247 13.381  C11 1.127
18 H 9.201 11.247 13.976  O12 1.000
19 C 14.677 10.143 8.806  C20 1.509, H22 1.094, H23 1.097, H24 1.126
20 C 13.716 11.220 9.243  C19 1.509, O21 1.388, H25 1.093, H26 1.117
21 O 12.854 10.981 10.305  C20 1.388, H27 0.968
22 H 14.290 9.200 8.410  C19 1.094
23 H 15.216 9.870 9.721  C19 1.097
24 H 15.450 10.491 8.065  C19 1.126
25 H 13.089 11.533 8.405  C20 1.093
26 H 14.414 12.024 9.580  C20 1.117
27 H 13.400 10.725 11.063  O21 0.968
28 C 14.064 13.744 12.690  C29 1.494, H31 1.061, H32 1.118, H33 1.090
29 C 13.852 12.339 13.151  C28 1.494, O30 1.415, H34 1.078, H35 1.092
30 O 14.629 11.371 12.471  C29 1.415, H36 0.932
31 H 13.617 14.434 13.361  C28 1.061
32 H 13.677 13.933 11.658  C28 1.118
33 H 15.144 13.886 12.732  C28 1.090
34 H 12.808 12.073 13.127  C29 1.078
35 H 14.143 12.230 14.199  C29 1.092
36 H 15.471 11.704 12.252  O30 0.932
37 C 10.791 5.177 13.299  C38 1.522, H40 1.103, H41 1.061, H42 1.074
38 C 9.889 6.389 13.119  C37 1.522, O39 1.431, H43 1.137, H44 1.076
39 O 10.440 7.230 12.101  C38 1.431, H45 0.959
40 H 11.809 5.595 13.372  C37 1.103
41 H 10.786 4.530 12.459  C37 1.061
42 H 10.523 4.649 14.195  C37 1.074
43 H 9.858 7.035 14.055  C38 1.137
44 H 8.881 6.062 12.931  C38 1.076
45 H 10.171 6.942 11.227  O39 0.959
46 C 12.773 13.180 16.852  C47 1.545, H49 1.124, H50 1.080, H51 1.119
47 C 11.990 12.442 17.961  C46 1.545, O48 1.430, H52 1.102, H53 1.093
48 O 12.043 11.014 17.945  C47 1.430, H54 0.960
49 H 12.107 13.200 15.947  C46 1.124
50 H 13.665 12.571 16.830  C46 1.080
51 H 13.005 14.213 17.216  C46 1.119
52 H 10.977 12.876 17.980  C47 1.102
53 H 12.513 12.762 18.865  C47 1.093
54 H 11.319 10.581 17.486  O48 0.960
55 C 16.895 9.208 13.249  C56 1.491, H58 1.101, H59 1.067, H60 1.076
56 C 17.640 10.484 13.448  C55 1.491, O57 1.385, H61 1.098, H62 1.106
57 O 17.465 11.388 12.414  C56 1.385, H63 0.949
58 H 17.305 8.812 12.307  C55 1.101
59 H 15.849 9.382 13.133  C55 1.067
60 H 17.106 8.472 14.004  C55 1.076
61 H 18.694 10.177 13.476  C56 1.098
62 H 17.287 10.991 14.366  C56 1.106
63 H 17.889 11.105 11.614  O57 0.949
64 C 8.102 7.934 17.367  C65 1.534, H67 1.104, H68 1.134, H69 1.064
65 C 9.518 8.381 17.756  C64 1.534, O66 1.437, H70 1.071, H71 1.142
66 O 9.776 9.611 17.059  C65 1.437, H72 0.986
67 H 7.380 8.747 17.552  C64 1.104
68 H 7.777 7.079 18.036  C64 1.134
69 H 8.037 7.598 16.360  C64 1.064
70 H 10.300 7.685 17.528  C65 1.071
71 H 9.567 8.588 18.878  C65 1.142
72 H 9.016 10.237 17.115  O66 0.986
73 C 6.450 10.143 12.526  C74 1.515, H76 1.089, H77 1.087, H78 1.062
74 C 7.634 10.613 11.707  C73 1.515, O75 1.404, H79 1.145, H80 1.069
75 O 8.536 9.538 11.716  C74 1.404, H81 0.974
76 H 5.745 10.955 12.700  C73 1.089
77 H 6.805 9.861 13.514  C73 1.087
78 H 5.990 9.347 11.995  C73 1.062
79 H 8.229 11.481 12.159  C74 1.145
80 H 7.395 10.886 10.701  C74 1.069
81 H 9.357 9.816 12.158  O75 0.974
82 C 10.867 14.398 10.383  C83 1.485, H85 1.105, H86 1.082, H87 1.121
83 C 10.057 13.196 10.709  C82 1.485, O84 1.405, H88 1.150, H89 1.085
84 O 10.549 12.439 11.785  C83 1.405, H90 0.965
85 H 11.389 14.644 11.324  C82 1.105
86 H 10.312 15.233 9.976  C82 1.082
87 H 11.691 14.055 9.705  C82 1.121
88 H 10.072 12.633 9.707  C83 1.150
89 H 9.010 13.425 10.877  C83 1.085
90 H 10.886 11.583 11.495  O84 0.965
91 C 13.033 9.082 14.481  C92 1.576, H94 1.155, H95 1.123, H96 1.124
92 C 11.687 9.833 14.153  C91 1.576, O93 1.399, H97 1.068, H98 1.145
93 O 11.509 10.028 12.779  C92 1.399, H99 0.970
94 H 13.772 9.568 13.737  C91 1.155
95 H 12.988 7.980 14.270  C91 1.123
96 H 13.481 9.198 15.504  C91 1.124
97 H 11.803 10.814 14.562  C92 1.068
98 H 10.757 9.298 14.555  C92 1.145
99 H 11.446 9.162 12.349  O93 0.970

Values from the calculation:
Electronic energy (eV): -46402.992
Energy above the lowest of the compared OMol25 structures with the same formula, charge and spin (kcal per mole): 86.51
Highest occupied orbital energy (eV): -9.56
Total charge: 0
SMILES: CCO.CCO.CCO.CCO.CCO.CCO.CCO.CCO.CCO.CCO.CCO

---

Entry 2:
Here is a cluster of 11 separate species, C22H66O11S10 in total in a non-equilibrium geometry from the Open Molecules 2025 dataset. Energies are from the ωB97M-V functional and the def2-TZVPD basis.

Last columns: bonded neighbours and bond lengths (Å).
Cartesian coordinates (Å):
1 C 17.816 42.491 28.463  C2 1.525, H4 1.100, H5 1.089, H6 1.010
2 C 17.826 41.047 28.953  C1 1.525, O3 1.390, H7 1.171, H8 1.094
3 O 18.228 40.238 27.896  C2 1.390, H9 0.859
4 H 18.839 42.816 28.222  C1 1.100
5 H 17.455 43.240 29.167  C1 1.089
6 H 17.232 42.471 27.639  C1 1.010
7 H 16.751 40.718 29.279  C2 1.171
8 H 18.655 40.922 29.656  C2 1.094
9 H 19.084 40.162 27.887  O3 0.859
10 C 12.929 48.958 23.157  S11 1.808, H14 1.117, H15 1.094, H16 1.145
11 S 11.414 49.901 23.445  C10 1.808, O12 1.465, C13 1.866
12 O 10.704 49.383 24.617  S11 1.465
13 C 12.272 51.483 23.937  S11 1.866, H17 0.993, H18 1.115, H19 0.934
14 H 13.527 49.584 22.451  C10 1.117
15 H 12.702 47.969 22.749  C10 1.094
16 H 13.766 48.626 23.864  C10 1.145
17 H 11.551 52.138 24.130  C13 0.993
18 H 12.842 51.777 23.025  C13 1.115
19 H 12.758 51.374 24.727  C13 0.934
20 C 16.951 48.085 19.962  S21 1.869, H24 1.058, H25 1.062, H26 1.073
21 S 18.536 49.009 20.320  C20 1.869, O22 1.503, C23 1.762
22 O 18.148 50.077 21.304  S21 1.503
23 C 19.059 47.717 21.398  S21 1.762, H27 1.192, H28 1.081, H29 1.182
24 H 16.468 48.208 20.895  C20 1.058
25 H 17.169 47.058 19.802  C20 1.062
26 H 16.427 48.420 19.088  C20 1.073
27 H 18.126 47.389 22.063  C23 1.192
28 H 19.943 48.052 21.923  C23 1.081
29 H 19.192 46.620 20.978  C23 1.182
30 C 16.471 44.978 25.448  S31 1.742, H34 1.185, H35 0.898, H36 0.896
31 S 15.576 46.440 25.758  C30 1.742, O32 1.503, C33 1.780
32 O 15.915 46.836 27.168  S31 1.503
33 C 16.655 47.502 24.822  S31 1.780, H37 1.195, H38 1.131, H39 1.200
34 H 17.534 44.987 25.971  C30 1.185
35 H 16.431 44.746 24.581  C30 0.898
36 H 16.151 44.188 25.723  C30 0.896
37 H 17.772 47.255 25.166  C33 1.195
38 H 16.387 48.558 25.125  C33 1.131
39 H 16.738 47.427 23.627  C33 1.200
40 C 11.693 43.560 25.326  S41 1.708, H44 1.170, H45 1.130, H46 1.104
41 S 11.384 45.178 25.778  C40 1.708, O42 1.573, C43 1.776
42 O 12.756 45.728 26.317  S41 1.573
43 C 11.170 45.995 24.216  S41 1.776, H47 1.173, H48 0.992, H49 0.947
44 H 12.763 43.210 25.006  C40 1.170
45 H 11.109 43.107 24.471  C40 1.130
46 H 11.416 42.754 26.027  C40 1.104
47 H 10.364 45.440 23.569  C43 1.173
48 H 12.028 45.798 23.759  C43 0.992
49 H 10.899 46.897 24.117  C43 0.947
50 C 13.715 43.822 28.593  S51 1.799, H54 1.031, H55 1.197, H56 1.019
51 S 13.563 44.516 30.246  C50 1.799, O52 1.563, C53 1.915
52 O 13.555 43.255 31.170  S51 1.563
53 C 15.339 45.194 30.474  S51 1.915, H57 1.193, H58 1.118, H59 1.175
54 H 14.328 42.995 28.653  C50 1.031
55 H 14.018 44.859 28.077  C50 1.197
56 H 12.732 43.555 28.559  C50 1.019
57 H 15.466 45.728 29.415  C53 1.193
58 H 16.183 44.476 30.623  C53 1.118
59 H 15.110 45.782 31.465  C53 1.175
60 C 20.568 45.455 26.795  S61 1.781, H64 1.115, H65 1.026, H66 0.920
61 S 21.844 44.281 27.203  C60 1.781, O62 1.485, C63 1.749
62 O 21.447 42.883 26.897  S61 1.485
63 C 23.018 44.634 25.956  S61 1.749, H67 1.109, H68 1.167, H69 1.047
64 H 20.376 45.333 25.703  C60 1.115
65 H 21.199 46.264 26.816  C60 1.026
66 H 19.848 45.333 27.355  C60 0.920
67 H 22.589 45.014 25.006  C63 1.109
68 H 23.857 43.825 25.907  C63 1.167
69 H 23.424 45.413 26.526  C63 1.047
70 C 16.252 43.988 20.537  S71 1.810, H74 1.016, H75 1.057, H76 0.863
71 S 15.230 44.287 22.001  C70 1.810, O72 1.614, C73 1.814
72 O 14.606 45.710 21.564  S71 1.614
73 C 13.889 43.109 21.675  S71 1.814, H77 1.116, H78 1.080, H79 1.223
74 H 16.815 43.143 20.570  C70 1.016
75 H 16.844 44.859 20.451  C70 1.057
76 H 15.699 43.949 19.876  C70 0.863
77 H 13.361 43.161 22.657  C73 1.116
78 H 14.402 42.166 21.559  C73 1.080
79 H 13.327 43.479 20.654  C73 1.223
80 C 20.743 50.133 23.750  S81 1.733, H84 1.046, H85 1.108, H86 1.163
81 S 20.180 49.139 25.053  C80 1.733, O82 1.545, C83 1.791
82 O 20.449 47.710 24.532  S81 1.545
83 C 21.604 49.346 26.119  S81 1.791, H87 1.155, H88 0.913, H89 1.047
84 H 20.191 50.309 22.879  C80 1.046
85 H 21.689 49.795 23.282  C80 1.108
86 H 20.628 51.240 24.087  C80 1.163
87 H 21.685 50.426 26.519  C83 1.155
88 H 22.382 49.353 25.642  C83 0.913
89 H 21.646 48.754 26.981  C83 1.047
90 C 16.261 51.998 24.962  S91 1.901, H94 1.154, H95 1.126, H96 1.059
91 S 17.825 52.964 25.447  C90 1.901, O92 1.512, C93 1.916
92 O 18.603 51.797 26.013  S91 1.512
93 C 18.374 53.100 23.616  S91 1.916, H97 1.151, H98 1.186, H99 1.241
94 H 16.446 51.257 24.097  C90 1.154
95 H 15.718 52.944 24.683  C90 1.126
96 H 15.839 51.540 25.818  C90 1.059
97 H 18.016 52.074 23.236  C93 1.151
98 H 19.557 53.078 23.528  C93 1.186
99 H 17.683 53.955 23.040  C93 1.241
100 C 18.303 46.567 30.039  S101 1.748, H104 1.098, H105 1.054, H106 1.104
101 S 17.755 48.221 29.895  C100 1.748, O102 1.543, C103 1.857
102 O 18.457 48.866 31.108  S101 1.543
103 C 18.812 48.549 28.404  S101 1.857, H107 1.016, H108 1.111, H109 1.146
104 H 17.657 46.132 30.813  C100 1.098
105 H 19.343 46.459 30.175  C100 1.054
106 H 18.045 45.958 29.155  C100 1.104
107 H 18.308 48.225 27.584  C103 1.016
108 H 19.857 48.324 28.706  C103 1.111
109 H 18.912 49.664 28.160  C103 1.146

Values from the calculation:
Electronic energy (eV): -154735.003
Energy above the lowest of the compared OMol25 structures with the same formula, charge and spin (kcal per mole): 94.41
Highest occupied orbital energy (eV): -8.23
Total charge: 0